(1)
Density functional theory data (ωB97M-V/def2-TZVPD) for a structure of composition C42H33BrN11O2Ti.

As for the total energy: -5796.540145 a.u. As for the strongest force on any atom: 0.69 eV/A. The calculation puts the HOMO energy (alpha / beta) at -7.908 / -10.116 eV. For the molar mass, the calculation gives 851.572 g mol⁻¹.

The geometry in ORCA input format:
```
! wB97M-V def2-TZVPD RIJCOSX def2/J DEFGRID3
* xyz 1 3
Br 7.447 0.044 0.001
Ti 0.145 0.222 -0.146
O 1.552 -0.578 -1.036
O 4.709 -3.713 1.442
N 6.898 -3.496 1.377
N -0.318 -4.366 0.986
N -1.093 1.659 -1.312
N 0.218 -4.360 -0.255
N -1.978 -0.339 0.597
N 1.408 1.234 3.874
N 1.210 1.927 -0.194
N 0.674 0.260 1.997
N 1.804 -0.056 3.822
N 6.517 -4.460 0.438
N 0.012 -2.260 0.278
C -2.559 0.337 1.594
C 5.238 -4.540 0.507
C 5.590 -0.171 -0.262
C 0.878 4.378 0.055
C 4.087 -0.806 4.328
C 2.685 -0.621 4.848
C 5.813 -3.080 1.920
C -1.578 4.043 -1.267
C 6.388 -0.122 4.136
C -2.773 3.781 -1.964
C -3.087 2.497 -2.329
C 1.369 -0.623 2.704
C -3.869 0.141 1.986
C 4.736 0.854 0.083
C -0.440 -3.089 1.257
C -1.166 5.333 -0.846
C -4.048 -1.494 0.279
C 0.420 -3.108 -0.656
C -2.731 -1.239 -0.043
C 5.113 0.067 4.661
C 0.516 3.106 -0.342
C 0.736 1.386 2.765
C 4.816 -6.287 -1.190
C 6.638 -1.161 3.256
C 2.949 -5.120 -0.198
C 2.536 1.906 0.088
C -6.069 -1.059 1.730
C 5.112 -1.339 -0.849
C -2.224 1.460 -1.965
C 0.574 -5.600 -0.929
C 2.566 -6.769 -1.893
C 5.603 -2.024 2.907
C 3.352 0.765 -0.171
C -4.651 -0.800 1.324
C 4.344 -1.857 3.461
C 2.068 -5.826 -0.999
C 3.749 -1.452 -1.093
C -0.748 2.939 -0.994
C 4.319 -5.343 -0.299
C 2.868 -0.430 -0.773
C 0.027 5.474 -0.200
C 3.930 -7.002 -1.980
H 2.641 0.068 5.687
H 1.580 -1.637 2.412
H -6.601 -1.634 0.975
H 0.875 -2.835 -1.595
H -1.800 6.186 -1.046
H -0.870 -2.737 2.182
H 0.154 -5.579 -1.935
H 5.884 -6.445 -1.258
H 7.618 -1.303 2.821
H -4.601 -2.235 -0.284
H 4.922 0.894 5.334
H 3.560 -2.560 3.206
H 3.360 -2.345 -1.569
H -2.471 0.435 -2.212
H 4.306 -7.738 -2.678
H -1.944 1.067 2.105
H 2.590 -4.380 0.505
H 3.033 2.816 0.401
H 0.073 -6.390 -0.371
H -2.252 -1.772 -0.854
H 1.886 -7.323 -2.530
H 0.297 2.330 2.480
H 0.343 6.458 0.123
H -4.275 0.722 2.803
H 2.256 -1.575 5.157
H 7.187 0.556 4.405
H -6.601 -0.123 1.898
H -3.434 4.603 -2.209
H 5.793 -2.132 -1.127
H 5.129 1.763 0.520
H 1.822 4.550 0.553
H -6.094 -1.623 2.664
H -3.991 2.272 -2.877
*
```


(2)
Density functional theory data (ωB97M-V/def2-TZVPD) for a structure of composition C42H34BaClN5O2S6 at a distorted geometry.

As for the total energy: -4920.147104 a.u. As for the strongest force on any atom: 4.76 eV/A. The calculation puts the HOMO energy at -0.982 eV. For the molar mass, the calculation gives 1005.950 g mol⁻¹.

The geometry in ORCA input format:
```
! wB97M-V def2-TZVPD RIJCOSX def2/J DEFGRID3
* xyz -2 1
Ba 1.729 0.529 0.220
Cl -0.175 7.936 1.245
S 4.332 -3.317 -3.518
S -0.440 1.751 -3.561
S 6.126 -3.557 -1.280
S 6.329 -5.530 -3.503
S 3.003 -0.865 -2.582
S 5.110 -1.163 0.140
O 0.419 2.248 0.100
O -3.564 1.839 -0.084
N 2.916 -0.460 2.225
N -1.812 1.273 -1.377
N -1.119 -0.602 -2.573
N 2.309 2.209 2.271
N -0.104 -0.698 3.282
C 0.970 4.091 1.499
C 4.156 -2.063 -2.277
C -2.155 0.300 3.997
C -3.524 0.447 3.908
C 0.036 6.241 0.906
C -0.940 -1.806 -4.752
C 5.632 -4.208 -2.805
C -1.429 -0.405 3.033
C -0.391 -3.716 -0.801
C -1.439 -1.800 0.911
C -3.951 0.613 -3.381
C 5.183 0.648 4.913
C 0.346 3.497 0.353
C -0.864 -0.767 -5.863
C -5.985 -0.882 -2.228
C -0.156 -1.556 0.363
C 0.779 5.459 1.753
C 3.553 0.327 3.111
C 3.327 -1.709 2.075
C 4.902 -1.559 3.854
C -3.480 -0.750 1.847
C 5.006 -2.179 -1.209
C 3.928 2.512 4.079
C -0.546 5.703 -0.237
C -2.102 -0.930 1.912
C 4.294 -2.314 2.896
C -4.863 -0.056 -4.179
C 3.221 1.715 3.176
C -4.047 0.531 -1.996
C -5.867 -0.821 -3.608
C 4.559 -0.188 3.980
C 0.329 -2.581 -0.461
C -3.129 1.263 -1.062
C -2.166 -2.949 0.576
C -0.392 4.367 -0.493
C -5.090 -0.196 -1.430
C 4.874 1.989 4.946
C 1.791 3.379 2.425
C -1.133 0.729 -2.475
C -1.664 -3.897 -0.293
C -0.248 -1.334 -3.467
C -4.198 -0.088 2.826
H -6.571 -1.353 -4.235
H -0.834 3.943 -1.382
H 5.383 2.648 5.638
H 0.394 0.007 3.809
H -3.133 -3.124 1.034
H 5.664 -1.973 4.501
H -1.290 -1.154 -6.787
H -1.983 -2.048 -4.533
H -6.777 -1.465 -1.776
H -1.188 1.793 -0.742
H -4.067 0.955 4.694
H 0.404 -0.978 2.451
H 0.124 -2.198 -2.915
H 1.330 -2.495 -0.868
H 0.046 -4.461 -1.456
H -4.010 -1.170 1.005
H -0.444 -2.721 -5.084
H -3.182 1.219 -3.835
H 0.176 -0.503 -6.040
H -1.621 0.715 4.843
H -2.244 -4.777 -0.546
H -5.189 -0.201 -0.356
H 0.610 -0.706 -3.725
H 2.774 -2.306 1.366
H 3.757 3.578 4.094
H -4.787 0.014 -5.256
H -5.273 0.008 2.744
H 5.928 0.233 5.579
H 1.245 5.906 2.620
H -1.456 -1.111 -1.763
H 4.548 -3.352 2.738
H 1.989 3.954 3.339
H -1.113 6.336 -0.903
H -1.392 0.138 -5.580
*
```